(1)
Below is the molecule C2H2N2O, with properties calculated with the ωB97M-V functional and the def2-TZVPD basis.

```
7
Properties=species:S:1:pos:R:3:nbo_charge:R:1
O -1.67 -1.89 0.29 -0.481
C -0.70 -1.20 0.53 0.341
C -0.67 0.26 0.49 0.075
N -0.01 1.03 -0.14 0.020
N 0.56 1.90 -0.81 -0.437
H 0.28 -1.62 0.83 0.137
H 1.50 2.01 -0.42 0.344
```

Frontier orbital gap = 9.67 eV
E = -262.0444 Eh
E_HOMO = -9.625 eV
Energy relative to the best compared isomer or geometry (same formula, charge and spin) = 313.8 kJ/mol

(2)
Below is a cluster of 3 separate species, C13H32N3O4S2 in total, with properties calculated with the ωB97M-V functional and the def2-TZVPD basis.

```
54
Properties=species:S:1:pos:R:3:nbo_charge:R:1
C 4.75 -1.23 -1.69 -0.671
C 4.08 -0.35 -0.46 -0.081
O 2.85 0.37 -0.83 -0.574
C 2.91 0.92 -2.19 -0.111
C 1.64 2.01 -2.30 -0.099
O 0.48 1.46 -3.02 -0.555
C -0.72 1.39 -2.16 -0.079
C -0.84 -0.13 -1.52 -0.100
C -2.30 -0.41 -0.81 -0.463
C -2.34 -2.00 -0.41 -0.265
N -1.08 -2.77 -0.73 -0.611
C -0.58 -2.51 -2.14 0.829
N 0.08 -3.48 -2.90 -0.918
N -0.76 -1.10 -2.71 -0.589
H 5.43 -0.55 -2.37 0.230
H 5.46 -2.05 -1.20 0.234
H 3.95 -1.84 -2.32 0.206
H 3.76 -1.14 0.38 0.185
H 4.87 0.35 0.05 0.189
H 2.73 0.14 -3.05 0.192
H 3.89 1.53 -2.43 0.193
H 1.99 3.02 -2.80 0.202
H 1.36 2.29 -1.18 0.197
H -0.81 2.25 -1.37 0.241
H -1.65 1.52 -2.90 0.195
H -0.02 -0.35 -0.72 0.237
H -2.55 0.31 0.08 0.304
H -3.14 -0.24 -1.63 0.201
H -3.21 -2.51 -1.03 0.215
H -2.63 -2.14 0.72 0.260
H -0.32 -2.46 -0.08 0.437
H -0.41 -4.23 -3.44 0.462
H 1.13 -3.41 -2.95 0.456
H -1.72 -1.02 -3.15 0.428
C 2.93 0.27 3.59 -0.827
S 1.99 -1.22 3.16 1.226
O 0.58 -0.79 2.86 -0.995
C 2.00 -1.95 4.81 -0.825
H 3.01 0.90 2.71 0.244
H 2.41 0.82 4.38 0.238
H 3.93 -0.02 3.93 0.234
H 1.54 -1.26 5.53 0.237
H 3.03 -2.16 5.11 0.235
H 1.43 -2.88 4.78 0.243
C -5.46 1.45 1.17 -0.829
S -4.48 2.81 0.50 1.243
O -3.04 2.39 0.54 -1.004
C -4.76 3.94 1.88 -0.825
H -5.40 0.60 0.47 0.231
H -5.07 1.15 2.14 0.235
H -6.50 1.76 1.26 0.241
H -4.41 3.49 2.81 0.236
H -5.82 4.17 1.95 0.237
H -4.20 4.86 1.69 0.249
```

Frontier orbital gap = 5.99 eV
Charge = +1
E = -1775.5914 Eh
E_HOMO = -11.227 eV

(3)
Below is a structure of composition C28H44BrN3P2Pt, with properties calculated with the ωB97M-V functional and the def2-TZVPD basis.

```
79
Properties=species:S:1:pos:R:3:mulliken_charge:R:1
N 6.42 -0.84 -3.42 -0.369
C 6.33 -1.14 -2.13 -0.440
C 5.29 -1.91 -1.63 -0.434
C 4.31 -2.41 -2.52 0.741
C 4.38 -2.02 -3.89 -0.307
C 5.47 -1.22 -4.27 -0.465
C 3.26 -3.27 -2.04 -0.055
Pt -1.37 -1.14 -0.41 0.372
P -4.01 1.73 2.58 0.155
C 2.19 -3.73 -2.78 -0.396
C 0.99 -4.14 -2.15 0.206
C -0.27 -4.04 -2.83 -0.644
C -1.30 -3.46 -2.11 -0.289
C -0.94 -3.00 -0.82 -0.079
C -0.09 -3.80 -0.03 -0.726
C 0.96 -4.37 -0.74 -0.441
Br -3.23 0.53 0.23 0.099
H 3.34 -3.57 -0.98 0.310
H 2.18 -3.69 -3.89 0.484
H 5.25 -2.16 -0.57 0.460
H 3.63 -2.35 -4.62 0.359
H 7.11 -0.75 -1.48 0.418
H 5.57 -0.91 -5.31 0.412
H -0.39 -4.31 -3.88 0.512
H 1.78 -4.86 -0.21 0.772
H -2.32 -3.29 -2.45 0.578
H -0.25 -3.90 1.03 0.771
P -0.86 0.94 -1.62 0.625
C -4.17 0.01 3.21 -0.390
C -5.12 -0.12 4.40 -1.455
H -3.16 -0.37 3.46 0.510
H -4.52 -0.60 2.35 0.416
H -4.67 -0.79 5.15 0.284
H -5.33 0.85 4.87 0.408
H -6.07 -0.57 4.07 0.408
C -5.68 2.21 2.06 -0.419
C -6.76 1.14 2.10 -1.314
H -5.56 2.53 1.01 0.405
H -5.94 3.08 2.67 0.542
H -7.62 1.51 1.54 0.430
H -6.46 0.19 1.64 0.320
H -7.12 0.89 3.10 0.348
C -3.03 2.74 3.75 -0.128
C -3.97 3.32 4.80 -1.274
H -2.57 3.54 3.15 0.318
H -2.23 2.11 4.19 0.444
H -3.46 4.14 5.33 0.392
H -4.89 3.73 4.36 0.346
H -4.24 2.57 5.55 0.404
C -0.43 2.59 -0.89 -0.826
C -1.51 3.46 -0.25 -1.222
H 0.04 3.17 -1.70 0.650
H 0.38 2.41 -0.16 0.606
H -1.80 4.30 -0.90 0.397
H -2.41 2.89 0.01 0.193
H -1.12 3.89 0.69 0.294
C -1.82 1.43 -3.12 -0.672
C -2.20 0.26 -4.02 -1.133
H -1.16 2.14 -3.65 0.524
H -2.70 2.00 -2.77 0.496
H -2.65 0.67 -4.94 0.419
H -1.34 -0.36 -4.31 0.273
H -2.94 -0.38 -3.52 0.285
C 0.64 0.27 -2.46 -0.325
C 1.94 0.63 -1.75 -0.833
H 0.61 0.61 -3.51 0.634
H 0.48 -0.82 -2.48 -0.135
H 2.76 0.03 -2.16 -0.014
H 2.17 1.69 -1.88 0.414
H 1.88 0.41 -0.68 0.097
N -0.09 0.66 1.70 0.405
C 0.92 0.77 2.59 -0.325
C 1.57 -0.45 2.60 -0.936
C 0.96 -1.23 1.63 -0.287
N -0.10 -0.57 1.11 0.010
H -0.79 1.38 1.50 -0.031
H 1.10 1.69 3.14 0.520
H 2.38 -0.78 3.22 0.520
H 1.20 -2.22 1.29 0.380
```

Spin multiplicity = 5
Frontier orbital gap (spin up / spin down) = 4.81 / 4.53 eV
Charge = +4
E = -4631.8970 Eh
E_HOMO (spin up / spin down) = -18.504 / -19.474 eV
Energy relative to the best compared isomer or geometry (same formula, charge and spin) = 62.5 kJ/mol
⟨S²⟩ = 6.07

(4)
Below is the molecule H3O3P, with properties calculated with the ωB97M-V functional and the def2-TZVPD basis.

```
7
Properties=species:S:1:pos:R:3:nbo_charge:R:1
O 0.59 0.71 -1.04 -0.984
O -0.32 0.11 1.29 -1.019
O -0.86 -1.28 -0.79 -0.973
P 0.52 -0.70 -0.16 1.523
H 1.24 1.25 -0.58 0.481
H 0.38 0.64 1.77 0.473
H -1.55 -0.73 -0.49 0.500
```

Frontier orbital gap = 10.77 eV
E = -568.9211 Eh
E_HOMO = -10.242 eV
SMILES string = OP(O)O
Energy relative to the best compared isomer or geometry (same formula, charge and spin) = 44.8 kJ/mol

(5)
Below is a structure of composition CH27O13Pd, with properties calculated with the ωB97M-V functional and the def2-TZVPD basis.

```
42
Properties=species:S:1:pos:R:3:nbo_charge:R:1
Pd -1.04 -0.44 -3.25 1.161
C -0.03 -0.48 -0.24 -0.312
O -0.61 0.25 -1.23 -0.616
H 0.40 0.21 0.51 0.231
H -0.78 -1.03 0.36 0.209
H 0.73 -1.19 -0.58 0.190
O -3.96 -1.90 0.86 -0.940
H -4.74 -1.53 1.31 0.474
H -3.22 -1.49 1.32 0.468
O -0.50 2.74 2.18 -0.941
H -0.83 3.42 1.58 0.478
H 0.19 2.27 1.68 0.462
O 0.09 -3.74 1.84 -0.948
H -0.13 -3.01 2.46 0.490
H 0.68 -3.37 1.18 0.454
O -0.66 1.62 -3.92 -0.979
H -0.80 2.23 -3.17 0.519
H -0.19 2.11 -4.62 0.528
O 4.08 -0.94 -0.30 -0.922
H 3.48 -0.97 -1.05 0.457
H 3.72 -0.25 0.28 0.467
O 2.15 -0.78 2.78 -0.990
H 2.19 0.12 2.37 0.495
H 3.02 -1.18 2.68 0.496
O -2.14 2.60 -0.56 -0.968
H -1.62 1.78 -0.60 0.479
H -3.02 2.35 -0.27 0.480
O 0.76 -3.94 -2.35 -0.927
H 1.57 -4.45 -2.47 0.489
H 0.94 -3.09 -2.76 0.440
O -0.46 -1.49 3.73 -0.977
H 0.36 -1.15 3.30 0.494
H -0.91 -0.69 4.03 0.478
O 1.65 2.46 -1.32 -0.934
H 1.35 1.57 -1.07 0.467
H 0.85 2.94 -1.55 0.470
O -3.10 0.37 -3.04 -0.986
H -3.82 0.64 -3.64 0.526
H -3.41 0.53 -2.13 0.520
O 2.42 1.94 1.92 -0.989
H 2.53 2.47 1.11 0.500
H 2.82 2.48 2.62 0.506
```

Spin multiplicity = 3
Frontier orbital gap (spin up / spin down) = 7.73 / 5.69 eV
Charge = +1
E = -1159.8985 Eh
E_HOMO (spin up / spin down) = -12.843 / -12.840 eV
Energy relative to the best compared isomer or geometry (same formula, charge and spin) = 0.0 kJ/mol
⟨S²⟩ = 2.01

Which of these has the lowest E? C28H44BrN3P2Pt

What is the E in the fifth record? -1159.8985 Eh

What is the formula in the second record? C13H32N3O4S2